Formula: C24H45Cl18N3
Source: OMol25
Level of theory: the ωB97M-V functional and the def2-TZVPD basis

The geometry in XYZ format:
```
90
Properties=species:S:1:pos:R:3:lowdin_charge:R:1
C -3.892 0.658 -5.150 -0.09
C -3.666 1.607 -6.296 -0.26
N -3.460 2.339 -7.207 0.11
H -4.868 0.185 -5.267 0.08
H -3.879 1.264 -4.245 0.03
H -3.077 -0.065 -5.152 0.05
C -2.907 -2.041 0.091 -0.11
C -4.181 -2.703 0.425 -0.26
N -5.132 -3.335 0.669 0.12
H -2.679 -2.117 -0.972 0.08
H -2.104 -2.536 0.638 -0.01
H -2.932 -1.027 0.489 0.02
C -0.010 0.851 0.213 -0.09
C 0.235 -0.581 -0.166 -0.30
N 0.480 -1.639 -0.496 0.18
H -0.760 1.312 -0.431 0.06
H 0.986 1.292 0.167 -0.01
H -0.277 1.029 1.254 0.04
Cl 2.689 -3.050 -5.984 0.54
C 0.935 -2.862 -5.683 -0.64
C 0.683 -2.863 -4.180 -0.69
Cl 0.811 -4.529 -3.582 0.58
H 0.405 -3.689 -6.156 0.07
H 0.569 -1.937 -6.129 0.07
H -0.382 -2.653 -4.080 0.04
H 1.284 -2.221 -3.536 0.04
Cl -1.208 -0.966 3.010 0.58
C 0.364 -1.187 3.836 -0.63
C 1.165 -2.371 3.277 -0.66
Cl 2.891 -2.124 3.665 0.54
H 0.137 -1.311 4.895 0.07
H 0.915 -0.251 3.746 0.00
H 1.122 -2.482 2.194 0.03
H 0.827 -3.310 3.715 0.05
Cl 3.720 -4.302 -0.365 0.54
C 4.165 -3.530 -1.919 -0.61
C 4.573 -4.605 -3.014 -0.63
Cl 5.779 -5.799 -2.391 0.51
H 5.057 -2.920 -1.777 0.06
H 3.286 -2.936 -2.169 0.04
H 4.955 -4.189 -3.946 0.05
H 3.667 -5.156 -3.267 0.02
Cl -2.765 2.033 5.017 0.57
C -3.285 3.093 6.336 -0.66
C -4.807 3.120 6.477 -0.66
Cl -5.626 3.823 5.071 0.57
H -2.832 4.079 6.230 0.07
H -2.921 2.701 7.285 0.07
H -4.970 3.733 7.363 0.07
H -5.211 2.125 6.665 0.07
Cl 4.592 5.432 1.717 0.51
C 3.021 5.097 2.587 -0.60
C 1.733 5.442 1.719 -0.61
Cl 1.655 4.299 0.366 0.55
H 2.996 5.617 3.545 0.07
H 2.934 4.037 2.825 0.02
H 1.842 6.438 1.292 0.06
H 0.842 5.303 2.332 0.05
Cl -0.685 0.252 -3.412 0.57
C 0.289 1.727 -3.750 -0.56
C -0.690 2.820 -4.306 -0.55
Cl -2.174 3.151 -3.225 0.48
H 1.103 1.439 -4.416 0.08
H 0.706 2.017 -2.786 0.05
H -1.109 2.712 -5.307 0.05
H -0.146 3.761 -4.382 0.07
Cl -2.439 5.281 2.574 0.55
C -2.574 3.773 1.628 -0.67
C -3.979 3.203 1.745 -0.65
Cl -4.020 1.617 0.858 0.54
H -1.913 2.986 1.993 0.05
H -2.425 4.010 0.575 0.07
H -4.775 3.826 1.338 0.07
H -4.325 2.964 2.751 -0.01
Cl 2.849 1.141 2.548 0.53
C 4.251 1.607 1.436 -0.56
C 4.472 0.630 0.283 -0.67
Cl 3.485 1.047 -1.061 0.62
H 5.039 1.653 2.188 0.07
H 4.034 2.640 1.164 0.00
H 4.271 -0.398 0.584 0.07
H 5.504 0.684 -0.063 0.08
Cl -0.187 -7.619 0.953 0.54
C 0.740 -6.117 0.695 -0.68
C -0.154 -4.869 0.515 -0.70
Cl -1.074 -4.614 1.950 0.63
H 1.323 -6.145 -0.225 0.05
H 1.396 -5.922 1.543 0.06
H -0.817 -4.847 -0.351 0.07
H 0.535 -4.031 0.412 0.02
```

Results
- Charge: 0
- SMILES: ClCCCl.ClCCCl.ClCCCl.ClCCCl.ClCCCl.ClCCCl.ClCCCl.ClCCCl.ClCCCl.CC#N.CC#N.CC#N
- Orbital gap: 0.3846 Eh
- Total energy: -255492.600 eV

***

Formula: C32H67Cl46IN2O11P2S2
Source: OMol25
Level of theory: the ωB97M-V functional and the def2-TZVPD basis

The geometry in XYZ format:
```
163
Properties=species:S:1:pos:R:3:lowdin_charge:R:1
N -2.915 2.847 0.782 -0.16
P -4.361 2.390 0.307 0.73
O -5.481 3.149 1.376 -0.20
O -4.536 2.984 -1.306 -0.27
C -4.600 0.477 0.292 -0.39
C -5.667 -0.039 -0.760 -0.15
P -7.341 0.770 -0.891 0.65
O -7.852 0.463 -2.331 -0.37
O -7.433 2.444 -0.730 -0.22
O -8.545 0.113 0.130 -0.21
N -4.759 0.077 1.714 -0.06
C -6.137 0.010 2.228 -0.16
C -6.702 -1.497 2.044 -0.41
O -5.957 -2.432 1.683 0.05
O -8.056 -1.830 2.288 0.05
C -3.161 -0.239 -0.149 -0.28
C -2.326 -0.759 1.161 -0.10
C -0.820 -1.270 0.750 -0.17
C 0.289 -0.879 1.889 -0.18
S 1.665 0.074 1.033 0.72
O 2.122 -0.816 -0.109 -0.36
O 2.830 0.357 1.934 -0.37
O 0.913 1.465 0.447 -0.26
O -3.334 -1.423 -0.950 -0.28
C -2.488 -1.448 -2.111 -1.02
S -2.790 -0.107 -3.352 0.56
I -2.977 -3.352 -3.138 0.75
H -2.375 2.012 1.042 -0.06
H -5.687 4.023 0.970 0.01
H -3.597 3.016 -1.612 0.07
H -5.199 0.084 -1.807 0.10
H -5.854 -1.158 -0.542 0.14
H -7.164 2.875 -1.571 -0.04
H -9.368 0.195 -0.422 0.02
H -4.293 0.826 2.268 0.10
H -6.068 0.132 3.377 0.07
H -6.864 0.814 1.886 0.11
H -8.529 -1.046 2.654 0.11
H -2.501 0.574 -0.609 0.12
H -2.168 0.045 1.949 0.09
H -2.855 -1.686 1.561 0.13
H -0.536 -0.617 -0.158 0.09
H -0.781 -2.382 0.529 0.13
H -0.134 -0.168 2.678 0.07
H 0.692 -1.814 2.404 0.12
H 1.621 2.072 0.112 0.09
H -1.374 -1.516 -1.899 0.06
H -1.523 0.115 -3.911 -0.17
C -12.312 -0.505 1.133 -1.01
Cl -11.828 -0.611 -0.564 0.55
Cl -12.081 1.130 1.764 0.51
H -13.365 -0.771 1.217 0.03
H -11.709 -1.198 1.716 0.03
C 5.378 -1.444 1.848 -1.01
Cl 5.466 -3.204 1.993 0.50
Cl 6.941 -0.694 2.209 0.53
H 5.089 -1.187 0.831 0.02
H 4.635 -1.068 2.548 0.01
C -0.781 4.384 2.901 -1.00
Cl -0.635 2.630 3.077 0.55
Cl 0.744 5.183 3.298 0.51
H -1.048 4.616 1.872 0.01
H -1.558 4.743 3.574 -0.01
C 5.952 2.479 4.172 -1.05
Cl 4.274 3.018 4.070 0.49
Cl 7.054 3.667 3.463 0.51
H 6.216 2.334 5.216 -0.05
H 6.048 1.539 3.631 -0.02
C 3.491 2.719 8.043 -0.99
Cl 4.848 1.962 7.199 0.55
Cl 2.104 2.932 6.968 0.50
H 3.197 2.085 8.877 0.03
H 3.805 3.693 8.413 0.03
C -1.826 1.194 -7.088 -1.02
Cl -2.812 1.504 -5.654 0.48
Cl -2.185 -0.389 -7.782 0.49
H -2.033 1.960 -7.831 -0.04
H -0.774 1.226 -6.808 -0.03
C -2.043 3.028 6.492 -1.03
Cl -3.070 4.364 5.960 0.53
Cl -2.764 1.466 6.087 0.49
H -1.075 3.108 6.000 -0.01
H -1.914 3.089 7.572 0.03
C 1.317 -2.361 -6.882 -1.00
Cl 0.049 -2.359 -5.650 0.47
Cl 0.915 -1.289 -8.233 0.49
H 2.248 -2.025 -6.428 0.03
H 1.437 -3.373 -7.264 0.03
C 8.887 -4.366 0.274 -1.03
Cl 8.976 -6.127 0.415 0.57
Cl 10.446 -3.617 0.639 0.53
H 8.600 -4.107 -0.743 0.00
H 8.142 -3.992 0.974 -0.02
C -7.231 2.811 -5.024 -1.04
Cl -6.562 3.655 -3.623 0.60
Cl -6.080 2.791 -6.360 0.51
H -7.463 1.785 -4.740 0.03
H -8.140 3.319 -5.346 -0.08
C 6.092 -4.218 -2.722 -1.02
Cl 4.602 -4.578 -3.601 0.51
Cl 5.751 -3.735 -1.055 0.52
H 6.720 -5.107 -2.711 0.03
H 6.613 -3.405 -3.226 0.03
C 10.977 -7.925 2.932 -1.03
Cl 11.068 -9.684 3.072 0.51
Cl 12.534 -7.171 3.293 0.52
H 10.686 -7.666 1.917 -0.04
H 10.233 -7.553 3.635 0.03
C -2.287 1.106 -11.659 -1.01
Cl -1.628 1.968 -10.263 0.55
Cl -1.129 1.069 -12.993 0.51
H -2.521 0.085 -11.364 0.03
H -3.193 1.611 -11.990 0.03
C -4.542 6.427 -1.815 -1.01
Cl -5.854 6.101 -0.677 0.55
Cl -2.982 6.508 -0.987 0.51
H -4.509 5.628 -2.554 0.00
H -4.731 7.379 -2.308 0.03
C -4.356 -2.137 6.193 -0.98
Cl -5.647 -2.115 7.400 0.54
Cl -4.726 -1.063 4.840 0.59
H -3.429 -1.809 6.662 0.02
H -4.240 -3.152 5.817 0.04
C 11.798 -7.650 -1.115 -1.04
Cl 11.890 -9.410 -0.975 0.51
Cl 13.357 -6.898 -0.753 0.51
H 11.509 -7.391 -2.132 0.03
H 11.054 -7.278 -0.414 -0.07
C 1.161 2.368 -4.030 -0.97
Cl 0.198 2.655 -2.575 0.54
Cl 0.790 0.791 -4.741 0.55
H 0.940 3.145 -4.760 0.03
H 2.217 2.397 -3.768 0.03
C -11.119 2.544 -5.607 -0.98
Cl -10.453 3.391 -4.205 0.55
Cl -9.966 2.523 -6.948 0.54
H -11.351 1.519 -5.324 0.03
H -12.027 3.052 -5.930 0.00
C -8.342 -0.872 9.438 -1.05
Cl -9.930 -0.794 8.665 0.50
Cl -8.490 -1.159 11.175 0.50
H -7.771 -1.686 8.992 -0.04
H -7.824 0.072 9.278 0.03
C 16.076 -6.940 2.122 -1.05
Cl 16.172 -8.698 2.262 0.50
Cl 17.633 -6.182 2.481 0.51
H 15.784 -6.682 1.105 0.00
H 15.332 -6.569 2.824 -0.01
C -12.496 5.448 -8.499 -1.02
Cl -13.958 4.615 -7.957 0.50
Cl -11.562 6.058 -7.128 0.51
H -11.880 4.750 -9.063 0.02
H -12.781 6.286 -9.133 0.03
C 20.576 -3.688 3.440 -1.04
Cl 21.012 -3.782 1.730 0.49
Cl 20.892 -2.075 4.093 0.50
H 19.516 -3.911 3.548 0.00
H 21.165 -4.415 3.995 0.03
C 10.220 5.936 2.583 -1.04
Cl 10.667 5.836 0.875 0.50
Cl 10.524 7.553 3.228 0.50
H 9.161 5.708 2.685 -0.01
H 10.809 5.214 3.146 0.03
```

Results
- Charge: 0
- Orbital gap: 0.3246 Eh
- Total energy: -684153.168 eV
- Energy above the lowest of the compared OMol25 structures with the same formula, charge and spin: 0.0 kcal/mol

***

Formula: C7H8O
Source: OMol25
Level of theory: the ωB97M-V functional and the def2-TZVPD basis

The geometry in XYZ format:
```
16
Properties=species:S:1:pos:R:3:nbo_charge:R:1
C -1.474 -0.128 0.301 0.12
C -0.988 0.663 -0.833 -0.33
C 0.160 1.386 -0.271 -0.10
C 1.479 0.956 0.251 -0.28
C 1.775 -0.492 0.210 -0.23
C 0.724 -1.283 -0.192 -0.23
C -0.638 -0.923 -0.726 -0.28
H -0.063 -0.580 1.804 0.46
H -2.624 -0.376 0.438 0.19
H -1.221 1.114 -1.694 0.23
H -0.127 2.310 -0.830 0.21
H 2.187 1.823 0.492 0.23
H 2.719 -0.812 0.542 0.23
H 0.651 -2.326 0.083 0.22
H -1.483 -1.536 -1.186 0.25
O -1.078 0.203 1.612 -0.70
```

Results
- Charge: 0
- Orbital gap: 0.3078 Eh
- Total energy: -9429.680 eV
- Energy above the lowest of the compared OMol25 structures with the same formula, charge and spin: 151.3 kcal/mol